Run i
The following is a quantum chemistry calculation of a cluster of 2 separate species, CH7NS2 in total, from the OMol25 dataset.

Calculated values
* total charge: 0
* LUMO level: -1.48 eV
* structure (SMILES): CN.SS
* HOMO-LUMO gap: 0.255 Ha

```
11
CH7NS2 (the ωB97M-V functional and the def2-TZVPD basis)
S -4.09 0.69 0.74
S -2.15 -0.27 1.03
H -4.59 -0.43 0.28
H -0.86 -0.52 0.94
C 2.16 -0.11 -0.21
N 0.76 0.35 -0.36
H 2.84 0.25 -1.05
H 2.42 0.16 0.82
H 2.26 -1.24 -0.25
H 0.80 1.32 -0.77
H 0.45 -0.20 -1.16
```

Results of the natural (NBO) charge analysis, in e, for atoms 1 through 4: atom 1 (S): 0.031, atom 2 (S): -0.446, atom 3 (H): 0.127, atom 4 (H): 0.270

Run ii
The following is a quantum chemistry calculation of a cluster of 2 separate species, CH7NS2 in total, from the OMol25 dataset.

Calculated values
* total charge: 0
* LUMO level: 0.30 eV
* structure (SMILES): CSS.N
* HOMO-LUMO gap: 0.354 Ha

```
11
CH7NS2 (the ωB97M-V functional and the def2-TZVPD basis)
N 3.22 -0.07 1.42
H 2.41 0.43 1.79
H 2.87 -0.96 1.07
H 3.51 0.41 0.57
C -0.21 1.55 0.37
S -0.71 -0.20 0.52
S -1.16 -0.65 -1.50
H -0.93 2.14 0.92
H 0.78 1.74 0.78
H -0.19 1.80 -0.68
H 0.02 -1.19 -1.83
```

Results of the natural (NBO) charge analysis, in e, for atoms 1 through 4: atom 1 (N): -1.059, atom 2 (H): 0.352, atom 3 (H): 0.357, atom 4 (H): 0.352

Structures ranked by computed energy, the most stable listed first: run ii, run i.

Run i
The following is a quantum chemistry calculation of a cluster of 2 separate species, C2H6O2Si in total, from the OMol25 dataset.

Calculated values
* total charge: 0
* LUMO level: 0.13 eV
* structure (SMILES): C[SiH]=O.C=O
* HOMO-LUMO gap: 0.361 Ha

```
11
C2H6O2Si (the ωB97M-V functional and the def2-TZVPD basis)
C 0.10 -2.06 -0.84
C 0.08 1.97 0.05
O 0.81 -0.72 1.62
O -0.24 -0.98 -1.25
Si -0.21 0.24 0.92
H 0.06 -2.84 -1.57
H 0.63 -2.26 0.04
H 0.99 1.97 -0.45
H -0.65 2.14 -0.61
H 0.14 2.71 0.98
H -1.71 -0.17 1.10
```

Results of the natural (NBO) charge analysis, in e, for atoms 1 through 4: atom 1 (C): 0.312, atom 2 (C): -1.078, atom 3 (O): -1.224, atom 4 (O): -0.530

Run ii
The following is a quantum chemistry calculation of an isolated molecule of C2H6O2Si, from the OMol25 dataset.

Calculated values
* total charge: 0
* LUMO level: 0.45 eV
* structure (SMILES): C[Si@]1(O)CO1
* HOMO-LUMO gap: 0.359 Ha

```
11
C2H6O2Si (the ωB97M-V functional and the def2-TZVPD basis)
C 1.47 0.75 -0.59
C -1.24 0.11 1.15
O 0.12 0.52 -1.29
O 0.18 -2.07 -0.42
Si 0.09 -0.53 0.00
H 2.15 0.66 -1.36
H 1.54 1.74 -0.34
H -1.37 1.28 1.00
H -2.20 -0.36 1.08
H -0.97 -0.04 2.17
H 0.23 -2.07 -1.39
```

Results of the natural (NBO) charge analysis, in e, for atoms 1 through 4: atom 1 (C): -0.474, atom 2 (C): -1.145, atom 3 (O): -0.924, atom 4 (O): -1.084

Run iii
The following is a quantum chemistry calculation of a structure of composition C2H6O2Si, from the OMol25 dataset.

Calculated values
* total charge: 0
* LUMO level: 0.34 eV
* HOMO-LUMO gap: 0.371 Ha

```
11
C2H6O2Si (the ωB97M-V functional and the def2-TZVPD basis)
C 1.59 0.02 -0.51
C 0.90 -0.14 0.58
O -1.54 1.55 -0.50
O -1.44 -1.56 -0.44
Si -0.94 -0.35 0.52
H 2.59 0.32 -0.60
H 1.12 -0.10 -1.38
H 1.32 0.14 1.48
H -1.08 2.10 0.08
H -0.78 -1.71 -1.10
H -1.75 -0.26 1.85
```

Results of the natural (NBO) charge analysis, in e, for atoms 1 through 4: atom 1 (C): -0.274, atom 2 (C): -0.713, atom 3 (O): -1.046, atom 4 (O): -1.065

Structures ranked by computed energy, the most stable listed first: run ii, run iii, run i.

Run i
The following is a quantum chemistry calculation of an isolated molecule of C3H9N5, from the OMol25 dataset.

Calculated values
* total charge: 0
* LUMO level: 0.99 eV
* structure (SMILES): C/C(N=C(N)N)=N\N
* HOMO-LUMO gap: 0.301 Ha

```
17
C3H9N5 (the ωB97M-V functional and the def2-TZVPD basis)
C -2.24 0.63 0.00
C 1.31 0.58 -0.10
C -0.78 0.35 -0.20
N -0.83 -1.99 0.04
N 2.33 0.87 -0.97
N 1.78 0.03 1.08
N 0.15 1.31 -0.16
N -0.21 -0.84 -0.41
H -1.30 -1.98 0.94
H -1.00 -2.64 -0.72
H 3.21 1.11 -0.53
H 2.06 1.50 -1.70
H 2.34 -0.81 0.92
H 1.00 -0.24 1.66
H -2.43 1.70 -0.15
H -2.84 0.07 -0.71
H -2.55 0.36 1.01
```

Results of the natural (NBO) charge analysis, in e, for atoms 1 through 4: atom 1 (C): -0.683, atom 2 (C): 0.682, atom 3 (C): 0.400, atom 4 (N): -0.718

Run ii
The following is a quantum chemistry calculation of an isolated molecule of C3H9N5, from the OMol25 dataset.

Calculated values
* total charge: 0
* LUMO level: 0.54 eV
* HOMO-LUMO gap: 0.317 Ha

```
17
C3H9N5 (the ωB97M-V functional and the def2-TZVPD basis)
C -1.48 0.32 -1.10
N -1.76 1.64 -0.78
C 0.92 -0.43 -1.34
N 0.01 -0.12 -0.54
H -1.28 2.28 -1.41
H -1.31 1.81 0.24
H -2.11 -0.37 -0.54
H -1.47 0.10 -2.17
H 0.78 -0.40 -2.42
H 1.91 -0.69 -0.97
N 1.36 -0.33 1.65
N 1.10 -1.73 1.69
C 0.41 0.53 1.13
N -0.25 1.49 1.41
H 1.69 -0.01 2.55
H 1.38 -2.15 0.81
H 0.10 -1.91 1.79
```

Results of the natural (NBO) charge analysis, in e, for atoms 1 through 4: atom 1 (C): -0.013, atom 2 (N): -0.866, atom 3 (C): -0.020, atom 4 (N): -0.384

Structures ranked by computed energy, the most stable listed first: run i, run ii.